Here is C14H26HoIOP2 as an isolated structure from the Open Molecules 2025 dataset. Energies are from ωB97M-V/def2-TZVPD.

The geometry in XYZ format:
```
45
Properties=species:S:1:pos:R:3:forces:R:3:lowdin_spin:R:1
C 5.194 -2.678 -1.063 0.10 0.00 -0.38 0.00
I 3.456 -1.849 -0.087 -0.14 0.09 0.25 0.00
H 4.944 -2.797 -2.114 0.01 0.02 0.16 0.00
H 5.403 -3.633 -0.588 -0.18 0.15 0.06 0.00
H 6.008 -1.971 -0.921 -0.20 -0.01 0.06 0.00
Ho 0.000 0.000 0.000 -5.93 0.99 -12.17 4.03
P -0.923 -2.124 0.095 -3.48 -8.04 0.45 -0.01
C -0.684 -3.089 1.634 0.16 0.08 0.24 0.01
C -2.739 -2.147 -0.144 -0.08 0.24 -0.02 0.00
H -3.121 -3.173 -0.176 0.16 0.14 -0.06 0.00
H -0.840 -4.212 -1.184 0.03 0.21 -0.01 0.00
H -2.963 -1.634 -1.083 -0.20 -0.13 0.03 0.00
H -0.475 -2.766 -2.180 0.01 -0.23 -0.08 0.00
H -1.110 -2.538 2.477 0.08 -0.15 -0.06 0.00
H -3.217 -1.603 0.674 -0.02 -0.13 -0.31 0.00
C -0.315 -3.252 -1.214 0.16 0.10 -0.06 0.00
H -1.164 -4.070 1.561 0.05 0.17 -0.09 0.00
H 0.757 -3.415 -1.078 -0.11 -0.04 -0.06 0.00
H 0.386 -3.220 1.817 -0.09 -0.08 0.01 0.00
P 0.809 2.142 -0.363 3.24 8.10 -1.13 0.00
C 1.764 2.932 0.986 0.09 -0.08 0.23 0.00
C 1.926 2.272 -1.809 0.01 -0.23 -0.02 0.00
H -1.086 2.994 -1.577 -0.06 0.24 -0.01 0.00
H -0.068 4.345 -0.980 0.03 -0.23 -0.02 0.00
H -1.158 3.465 0.133 0.06 0.05 -0.33 0.00
C -0.500 3.368 -0.734 -0.26 -0.16 0.02 0.00
H 1.403 1.865 -2.678 0.17 0.15 -0.12 0.00
H 2.211 3.313 -1.996 -0.11 -0.18 0.03 0.00
H 2.093 3.936 0.699 -0.08 -0.16 -0.04 0.00
H 2.637 2.317 1.220 -0.02 0.12 -0.01 0.00
H 2.821 1.672 -1.628 -0.03 0.08 -0.07 0.00
H 1.141 2.996 1.882 0.16 0.03 -0.09 0.00
C 0.694 -0.102 1.680 5.72 -0.36 17.68 0.01
O 1.140 -0.167 2.760 -1.12 0.05 -3.64 0.03
C -3.382 1.795 3.892 0.01 -0.02 0.03 0.00
C -2.483 2.658 3.289 0.12 -0.21 -0.44 0.00
C -1.624 2.194 2.287 -0.77 -0.71 0.57 -0.01
C -1.650 0.865 1.798 1.22 -0.40 0.62 -0.04
C -2.516 0.008 2.520 -0.02 1.10 0.38 -0.01
C -3.380 0.460 3.523 0.20 0.01 -0.46 0.00
H -4.042 2.148 4.673 0.03 -0.02 0.00 0.00
H -2.431 3.691 3.612 0.06 -0.02 -0.09 0.00
H -0.926 2.907 1.962 0.87 0.70 -0.57 0.00
H -2.533 -1.032 2.382 0.09 -1.19 -0.37 0.00
H -4.034 -0.237 4.031 0.05 -0.05 -0.09 0.00
```
Positions in Å, forces in eV/Å.

Summary:
M (g mol⁻¹): 564.143
Multiplicity: 5
Charge: +2
Calculated total energy (eV): -69440.835
Orbital gap (alpha / beta) (eV): 5.9 / 6.0
HOMO energy (alpha / beta) (eV): -14.970 / -14.974
Expectation value of S²: 6.01

---

Here is a 2-piece molecular cluster, C14H26N2O9 overall from the Open Molecules 2025 dataset. Energies are from ωB97M-V/def2-TZVPD.

The geometry in XYZ format:
```
51
Properties=species:S:1:pos:R:3:forces:R:3:lowdin_charge:R:1
O -4.875 2.355 2.617 0.03 0.28 -0.19 0.03
O 2.474 -4.124 0.786 1.14 -0.16 -1.20 0.12
O -5.165 1.422 -1.722 0.31 0.18 0.16 0.05
O 3.989 -4.984 -0.662 -0.38 0.66 0.22 0.12
O 1.044 0.180 -1.636 0.16 0.13 -0.19 -0.03
O 3.501 1.707 -1.015 -0.21 -0.25 0.28 -0.01
O 4.228 -2.660 -1.964 -0.03 -0.79 0.05 -0.01
O 5.376 -0.281 -1.313 -0.20 0.14 -0.35 -0.01
O -1.406 0.712 -0.032 -0.06 0.18 0.31 -0.07
C -4.383 1.242 2.465 -0.44 0.50 0.92 -0.54
C 3.262 -3.969 -0.131 -1.32 0.68 1.23 -0.41
C -4.948 1.935 -0.626 -0.47 -0.88 -0.95 -0.45
N -5.848 2.714 -0.018 -0.02 0.84 0.86 0.02
N -3.827 0.836 1.326 0.38 -0.41 -1.20 0.12
C -4.389 0.248 3.601 0.04 0.06 -0.11 0.01
C -7.141 3.091 -0.583 0.45 -0.43 -0.19 -0.05
C 5.299 0.466 0.959 -0.05 0.09 -0.22 0.00
C 2.165 -1.837 -1.002 0.21 -0.30 0.19 -0.03
C 4.337 -1.739 0.282 -0.37 -0.09 0.39 -0.03
C 2.355 -0.392 -1.473 0.01 -0.50 0.11 -0.28
C 3.201 0.418 -0.467 0.25 0.40 -1.05 -0.24
C 3.501 -2.552 -0.721 0.33 -0.49 -0.30 -0.37
C 4.547 -0.281 -0.147 0.09 -0.68 0.11 -0.50
C -2.567 1.035 -0.785 -0.04 -0.15 0.06 -0.20
C -3.633 1.669 0.128 0.39 0.18 0.36 -0.18
H 3.717 -5.772 -0.163 0.12 -0.02 -0.11 0.14
H 0.648 -0.136 -2.468 0.44 0.12 0.45 0.12
H 4.290 1.618 -1.582 -0.36 -0.24 0.31 0.10
H 4.629 -3.554 -2.011 -0.24 0.80 -0.02 0.12
H 5.085 -1.019 -1.892 0.29 0.42 0.43 0.09
H -0.621 0.693 -0.602 -0.18 -0.05 0.12 0.05
H -5.630 3.008 0.930 0.01 -0.10 -0.10 0.10
H -3.386 -0.070 1.313 0.04 0.03 -0.04 0.15
H -4.926 -0.647 3.294 0.06 -0.15 0.09 0.08
H -3.361 -0.004 3.859 0.01 -0.17 0.07 0.08
H -4.883 0.697 4.462 0.06 -0.04 -0.14 0.08
H -7.787 2.214 -0.644 -0.09 0.08 -0.10 0.08
H -7.000 3.495 -1.588 -0.08 -0.07 0.05 0.08
H -7.616 3.846 0.044 0.19 -0.11 0.02 0.08
H 4.695 0.512 1.871 0.03 -0.01 -0.12 0.10
H 5.529 1.489 0.648 -0.09 -0.17 0.01 0.09
H 6.241 -0.040 1.189 -0.14 -0.01 -0.10 0.09
H 1.612 -2.398 -1.762 0.03 0.02 0.05 0.14
H 1.557 -1.827 -0.091 0.14 -0.06 -0.08 0.14
H 3.826 -1.744 1.251 -0.04 -0.10 -0.09 0.15
H 5.310 -2.221 0.423 -0.02 0.10 -0.05 0.15
H 2.873 -0.389 -2.439 -0.01 0.12 0.07 0.16
H 2.620 0.538 0.453 0.05 0.23 -0.08 0.17
H -2.309 1.742 -1.575 -0.28 0.03 -0.06 0.13
H -2.961 0.124 -1.238 -0.21 0.06 -0.14 0.12
H -3.247 2.635 0.452 0.04 0.10 0.22 0.16
```
Positions in Å, forces in eV/Å.

Summary:
M (g mol⁻¹): 366.367
Charge: 0
Calculated total energy (eV): -36349.109
ΔE to the lowest compared entry with this formula, charge and spin (kJ/mol): 0.0
Orbital gap (eV): 9.4
HOMO energy (eV): -9.193

---

Here is C14H26N4O5PtSi as an isolated structure from the Open Molecules 2025 dataset. Energies are from ωB97M-V/def2-TZVPD.

The geometry in XYZ format:
```
51
Properties=species:S:1:pos:R:3:forces:R:3:lowdin_spin:R:1
Pt 0.544 -0.786 0.231 0.24 -0.07 -0.46 1.79
O 5.408 -0.960 3.606 0.37 0.02 -0.15 0.00
C 5.713 -0.943 2.322 -0.19 -0.02 0.08 0.00
O 6.825 -0.871 1.891 0.14 0.01 0.05 0.00
C 4.584 -1.012 1.322 -0.01 0.01 0.14 0.01
C 4.839 -1.071 -0.038 0.02 0.01 -0.15 0.03
N 3.664 -1.094 -0.680 0.15 -0.04 0.00 0.01
N 2.646 -1.064 0.194 -0.39 0.04 0.10 0.11
C 3.197 -1.009 1.417 0.12 -0.09 -0.11 0.02
C 2.277 -0.976 2.589 -0.23 0.02 -0.13 0.01
O 2.704 -1.046 3.713 -0.07 0.00 0.25 0.03
O 1.002 -0.879 2.287 0.06 0.08 0.28 0.27
H 4.450 -1.035 3.779 -0.20 -0.01 -0.01 0.00
H 5.793 -1.095 -0.545 -0.06 -0.01 -0.02 0.00
H 3.505 -1.185 -1.671 -0.04 0.00 -0.01 0.00
C -0.589 -0.369 -2.732 -0.16 0.04 -0.01 0.03
C -1.523 0.509 -1.901 0.27 -0.06 -0.12 0.01
N -1.050 1.888 -1.703 -0.13 0.05 0.11 0.09
C -1.729 2.941 -2.493 0.09 -0.03 -0.34 0.01
C -1.143 3.067 -3.897 -0.02 -0.05 0.12 0.01
C -0.103 2.178 -0.841 0.01 0.00 -0.25 0.03
C 0.291 3.608 -0.604 0.11 -0.07 0.08 0.01
N 0.528 1.220 -0.135 0.10 -0.11 0.33 0.30
H -0.996 -1.380 -2.759 0.03 0.01 -0.03 0.00
H 0.419 -0.417 -2.315 0.06 0.02 -0.01 0.01
H -0.502 -0.005 -3.754 0.01 0.00 -0.01 0.00
H -1.668 0.065 -0.915 -0.15 0.06 -0.05 0.01
H -2.489 0.570 -2.394 -0.05 0.05 0.04 0.00
H -1.669 3.890 -1.973 -0.01 -0.01 0.10 0.00
H -2.780 2.665 -2.555 -0.02 -0.03 0.10 0.00
H -0.091 3.353 -3.865 -0.02 -0.01 -0.02 0.00
H -1.691 3.836 -4.439 0.02 -0.01 -0.01 0.00
H -1.236 2.134 -4.452 0.00 0.03 -0.02 0.00
H -0.552 4.165 -0.191 0.01 0.01 -0.01 0.00
H 0.606 4.093 -1.527 -0.04 -0.02 -0.02 0.00
H 1.109 3.668 0.110 0.01 -0.02 -0.03 0.00
H 1.213 1.619 0.496 -0.17 0.22 0.10 0.01
C -3.801 -3.002 0.430 -0.05 0.11 -0.01 0.02
Si -2.461 -2.129 1.329 0.02 -0.82 0.16 0.19
C -3.319 -0.383 1.994 -0.34 0.93 0.36 0.46
C -2.088 -2.667 3.107 0.03 0.32 -0.09 0.16
O -1.226 -1.756 0.398 0.09 0.25 -0.11 0.26
H -4.638 -3.230 1.094 0.03 -0.01 -0.03 0.00
H -3.433 -3.937 -0.002 0.01 0.03 0.02 0.01
H -4.170 -2.377 -0.386 -0.01 -0.09 -0.02 0.00
H -4.055 -0.660 2.744 0.09 -0.17 -0.06 0.02
H -3.764 -0.007 1.069 0.14 -0.26 -0.09 0.03
H -2.514 0.232 2.389 0.08 -0.17 -0.02 0.02
H -3.021 -2.771 3.657 0.03 -0.08 0.00 0.00
H -1.430 -1.951 3.595 0.05 -0.09 0.03 0.00
H -1.587 -3.638 3.002 -0.03 0.03 -0.07 0.03
```
Positions in Å, forces in eV/Å.

Summary:
M (g mol⁻¹): 553.549
Multiplicity: 5
Charge: +2
Calculated total energy (eV): -42244.052
ΔE to the lowest compared entry with this formula, charge and spin (kJ/mol): 68.1
Orbital gap (alpha / beta) (eV): 9.6 / 4.9
HOMO energy (alpha / beta) (eV): -15.209 / -15.244
Expectation value of S²: 6.02

---

Here is C14H27Cl12MgO2 as an isolated structure from the Open Molecules 2025 dataset. Energies are from ωB97M-V/def2-TZVPD.

The geometry in XYZ format:
```
56
Properties=species:S:1:pos:R:3:forces:R:3:lowdin_charge:R:1
Mg 1.673 -1.243 3.944 -0.59 0.53 -1.50 1.43
C 0.078 -0.463 0.482 0.26 0.51 0.08 -0.01
C 0.699 -0.663 1.863 -1.32 -0.05 -2.91 -0.72
O 0.066 -1.097 2.822 -3.31 -1.02 3.21 -0.07
O 1.918 -0.636 2.020 4.41 0.81 0.22 -0.05
H -0.993 -0.642 0.388 0.25 -0.77 0.39 0.09
H 0.716 -1.066 -0.163 -0.44 -0.37 -0.17 0.06
H 0.160 0.524 0.026 0.57 0.35 0.66 0.02
Cl 3.613 -0.902 -2.408 -0.09 -0.18 0.17 0.54
C 3.811 0.155 -0.973 -0.14 -0.89 0.34 -0.66
C 4.180 1.536 -1.385 -0.54 0.65 -0.21 -0.71
Cl 5.623 1.507 -2.405 0.28 0.35 0.09 0.58
H 4.564 -0.307 -0.335 0.12 0.05 -0.18 0.07
H 2.869 0.104 -0.427 -0.02 0.31 -0.07 0.03
H 4.318 2.195 -0.528 0.35 -0.19 0.08 0.07
H 3.364 1.988 -1.949 0.09 -0.11 -0.22 0.06
Cl -3.295 -0.977 5.099 -0.24 -0.43 -1.04 0.49
C -3.819 -2.370 4.021 0.80 -0.45 -0.61 -0.58
C -3.218 -2.383 2.556 -0.39 0.39 0.95 -0.65
Cl -4.086 -3.538 1.536 -0.46 -0.44 0.03 0.57
H -4.906 -2.429 3.958 0.13 0.45 0.13 0.06
H -3.470 -3.228 4.595 -0.10 -0.08 -0.33 0.06
H -2.186 -2.725 2.475 0.01 0.49 0.44 0.03
H -3.383 -1.432 2.051 0.29 0.12 0.33 0.04
Cl 1.957 6.285 1.613 -0.23 -0.41 -0.29 0.50
C 1.025 5.592 0.207 0.17 0.45 1.09 -0.60
C 0.346 4.266 0.559 -0.51 1.03 -0.80 -0.66
Cl 1.485 2.925 0.525 0.27 -0.46 0.22 0.61
H 1.759 5.552 -0.598 -0.33 -0.37 -0.02 0.07
H 0.288 6.367 -0.005 -0.08 -0.26 -0.13 0.07
H -0.410 4.091 -0.207 0.16 -0.20 -0.25 0.08
H -0.223 4.268 1.489 0.53 0.18 0.23 0.05
Cl 0.506 -0.812 -7.036 0.10 0.17 -0.01 0.57
C 0.958 -0.470 -5.347 -0.84 -1.15 0.55 -0.67
C -0.340 -0.422 -4.519 0.26 1.15 -0.13 -0.58
Cl 0.171 0.099 -2.826 -0.56 -0.41 -0.63 0.53
H 1.601 0.407 -5.276 -0.41 0.01 -0.04 0.07
H 1.490 -1.348 -4.981 0.32 0.16 -0.18 0.05
H -0.939 -1.333 -4.507 0.71 -0.32 0.34 0.07
H -1.050 0.318 -4.888 0.36 0.36 0.13 0.06
Cl -1.447 2.346 3.672 0.78 0.37 0.62 0.58
C -2.271 1.695 2.268 -1.28 0.13 -0.02 -0.67
C -3.759 2.223 2.362 0.74 -1.20 -0.15 -0.63
Cl -4.674 1.575 0.970 0.12 0.32 -0.23 0.55
H -2.121 0.616 2.316 -0.75 -0.05 0.19 0.02
H -1.737 1.977 1.361 -0.32 0.57 0.00 0.05
H -3.817 3.307 2.461 0.20 -0.05 -0.59 0.07
H -4.326 1.833 3.207 0.66 -0.19 0.23 0.05
Cl 0.515 -4.504 -3.243 -0.86 -0.85 -1.20 0.61
C 1.248 -3.822 -1.833 0.29 0.42 0.40 -0.73
C 0.764 -4.457 -0.544 0.59 0.26 -0.51 -0.65
Cl -0.922 -4.027 -0.176 0.07 -0.23 0.08 0.57
H 1.008 -2.765 -1.946 0.49 0.10 0.60 0.01
H 2.307 -4.050 -1.948 0.09 0.47 0.26 0.07
H 1.392 -4.112 0.277 -0.09 0.04 0.04 0.06
H 0.924 -5.528 -0.668 -0.55 -0.07 0.33 0.08
```
Positions in Å, forces in eV/Å.

Summary:
M (g mol⁻¹): 677.109
Charge: +1
Calculated total energy (eV): -174759.570
ΔE to the lowest compared entry with this formula, charge and spin (kJ/mol): 216.8
Orbital gap (eV): 5.3
HOMO energy (eV): -12.474

---

Here is C14H27ClNO7PSSn as an isolated structure from the Open Molecules 2025 dataset. Energies are from ωB97M-V/def2-TZVPD.

The geometry in XYZ format:
```
53
Properties=species:S:1:pos:R:3:forces:R:3:lowdin_charge:R:1
C -3.328 2.229 3.370 -0.45 0.86 -0.47 -0.07
O -2.593 1.062 3.958 0.03 -1.13 -1.95 -0.24
C -2.418 0.004 2.917 -1.58 1.04 -0.29 -0.19
C -1.241 -1.065 3.360 -0.35 2.77 2.77 -0.26
C 0.196 -0.317 3.762 0.58 -0.32 -0.87 -0.12
C 1.500 -1.122 3.092 -1.86 0.30 -0.30 -0.16
C 1.437 -0.835 1.480 -0.15 0.16 -0.55 -0.23
C 2.828 -0.281 0.813 0.76 0.28 0.74 -0.17
C 2.624 1.053 -0.125 0.78 0.44 -0.52 -0.18
C 2.521 0.756 -1.735 0.97 0.17 -0.08 -0.11
C 1.369 -0.323 -2.174 0.59 1.21 2.85 -0.26
O 2.155 -1.523 -2.511 -3.61 0.31 -2.27 -0.22
S 1.556 -1.907 -4.065 7.36 -3.15 -6.39 0.89
O 2.643 -1.252 -5.002 -5.13 -0.62 3.94 -0.32
O 1.666 -3.401 -4.500 -2.54 5.15 3.39 -0.27
O 0.020 -1.158 -4.019 2.11 0.09 1.20 -0.25
C 0.187 0.107 -3.229 -0.52 -0.95 0.47 -0.55
N -1.129 0.487 -2.588 0.55 -2.04 1.75 -0.10
C -0.981 1.523 -1.497 -0.02 1.35 0.88 -0.07
C -1.950 -0.710 -2.164 -5.14 -2.36 -5.42 -0.23
C -1.900 -1.476 -0.716 -0.60 -0.44 1.15 -0.04
O -2.862 -1.184 -3.058 6.34 3.03 6.35 0.04
P 0.596 1.344 -4.651 0.54 1.82 -1.60 0.79
O 0.548 3.000 -4.116 0.08 -2.11 0.86 -0.37
Cl -1.122 1.178 -5.959 1.46 0.36 1.96 0.25
H -2.559 3.020 2.961 -1.44 -1.69 0.73 0.12
H -4.029 1.859 2.508 1.27 0.74 1.60 0.11
H -4.001 2.771 4.177 1.61 -1.54 -1.45 0.13
H -2.191 0.571 1.913 0.02 -1.43 1.73 0.12
H -3.473 -0.537 2.798 2.28 0.84 0.16 0.16
H -1.120 -1.873 2.519 -0.59 7.74 0.67 -0.30
H -1.651 -1.624 4.319 0.70 0.58 -1.73 0.16
H 0.175 0.731 3.231 -0.09 -1.95 1.48 0.14
H 0.268 -0.253 4.930 -0.32 -0.02 -2.36 0.16
H 1.244 -2.274 3.244 0.87 1.54 0.07 0.06
H 2.515 -0.852 3.608 -2.04 -0.66 -1.03 0.15
H 0.596 -0.028 1.231 1.67 -1.72 0.68 0.10
H 1.116 -1.831 0.924 0.55 1.57 0.82 0.08
H 3.518 0.064 1.724 -1.53 -0.76 -1.91 0.13
H 3.452 -1.148 0.280 -1.56 1.98 0.98 0.15
H 3.606 1.714 0.026 -2.20 -1.44 -0.41 0.14
H 1.728 1.741 0.199 1.61 -1.56 -0.33 0.11
H 3.566 0.279 -2.059 -2.43 1.03 0.55 0.16
H 2.452 1.783 -2.310 0.00 -2.09 1.16 0.11
H 0.770 -0.634 -1.219 1.02 0.68 -1.62 0.12
H -1.985 2.167 -1.451 2.19 -1.63 0.04 0.14
H -0.121 2.316 -1.691 -1.82 -1.95 0.00 0.11
H -0.723 1.039 -0.444 -0.65 0.93 -1.96 0.07
H -2.603 -2.432 -0.742 1.36 2.17 -0.40 0.11
H -0.840 -1.841 -0.379 -1.47 0.81 -0.92 0.03
H -2.304 -0.775 0.144 0.73 -1.15 -1.79 0.07
H 1.267 3.215 -3.450 -0.98 -0.47 -1.32 0.06
Sn -0.995 -3.357 2.365 1.03 -6.79 -1.02 1.73
```
Positions in Å, forces in eV/Å.

Summary:
M (g mol⁻¹): 538.575
Charge: +2
Calculated total energy (eV): -69222.832
Orbital gap (eV): 2.2
HOMO energy (eV): -13.445